Run one
ORCA calculation (the ωB97M-V functional and the def2-TZVPD basis) on a cluster of 3 separate species, C2H9NO3 in total.

gap between HOMO and LUMO: 10.6 eV
structure (SMILES): CNC=O.O.O

Geometry as ORCA input:
```
! RIJCOSX wB97M-V def2-TZVPD def2/J DEFGRID3
* xyz 0 1
C -1.78 0.19 0.02
N -1.66 -0.18 1.41
C -0.47 -0.11 2.08
O 0.55 0.27 1.56
H -0.95 0.82 -0.31
H -2.72 0.73 -0.11
H -1.87 -0.66 -0.66
H -2.34 -0.84 1.74
H -0.61 -0.38 3.14
O 2.30 -0.96 -0.72
H 1.69 -1.36 -0.10
H 2.87 -0.39 -0.16
O 1.32 1.05 -2.53
H 1.88 1.57 -3.10
H 1.79 0.24 -2.27
*
```

---

Run two
ORCA calculation (the ωB97M-V functional and the def2-TZVPD basis) on a cluster of 3 separate species, C2H9NO3 in total.

gap between HOMO and LUMO: 10.4 eV
structure (SMILES): NCC=O.O.O

Geometry as ORCA input:
```
! RIJCOSX wB97M-V def2-TZVPD def2/J DEFGRID3
* xyz 0 1
N 0.77 0.54 -0.48
C -0.59 0.13 -0.86
C -1.61 0.49 0.22
O -1.27 0.85 1.31
H 1.39 0.61 -1.27
H 0.67 1.49 -0.13
H -0.54 -0.89 -1.22
H -0.98 0.70 -1.72
H -2.63 0.44 -0.18
O 3.54 2.13 -0.18
H 3.00 2.45 0.55
H 4.17 1.56 0.28
O -2.28 -3.68 1.10
H -1.83 -2.92 0.68
H -1.79 -3.89 1.90
*
```

---

Short version: run two is the least stable of them.

---

Run one
ORCA calculation (the ωB97M-V functional and the def2-TZVPD basis) on a structure of composition C2H9NO.

gap between HOMO and LUMO: 11.2 eV

Geometry as ORCA input:
```
! RIJCOSX wB97M-V def2-TZVPD def2/J DEFGRID3
* xyz 0 1
N 1.38 -4.41 1.13
H 2.41 -4.49 1.29
H 0.18 2.96 3.68
H 0.79 -4.41 1.91
H 1.11 -5.25 0.66
C -0.12 1.65 -1.42
O -0.96 2.80 -1.08
C -1.36 1.94 -2.17
H 0.82 2.04 -1.88
H -0.08 0.76 -0.77
H -1.47 2.48 -3.14
H -2.15 1.31 -1.91
H -0.55 2.63 3.72
*
```

---

Run two
ORCA calculation (the ωB97M-V functional and the def2-TZVPD basis) on a cluster of 2 separate species, C2H9NO in total.

gap between HOMO and LUMO: 10.6 eV
structure (SMILES): COC.N

Geometry as ORCA input:
```
! RIJCOSX wB97M-V def2-TZVPD def2/J DEFGRID3
* xyz 0 1
C 0.62 -0.34 1.66
O 0.32 -0.48 0.29
C 1.42 -0.26 -0.56
H 1.05 -1.26 2.06
H -0.31 -0.14 2.19
H 1.32 0.47 1.83
H 1.60 0.81 -0.68
H 1.20 -0.74 -1.51
H 2.33 -0.70 -0.16
N -2.23 0.78 -1.25
H -1.33 0.35 -1.03
H -2.16 1.30 -2.12
H -2.41 1.42 -0.49
*
```

---

Run three
ORCA calculation (the ωB97M-V functional and the def2-TZVPD basis) on a cluster of 2 separate species, C2H9NO in total.

gap between HOMO and LUMO: 10.4 eV
structure (SMILES): CCN.O

Geometry as ORCA input:
```
! RIJCOSX wB97M-V def2-TZVPD def2/J DEFGRID3
* xyz 0 1
C 1.04 -0.15 0.93
C 0.02 -1.02 0.21
N 0.26 -0.94 -1.26
H 1.16 -0.38 1.99
H 2.01 -0.31 0.48
H 0.71 0.89 0.97
H 0.13 -2.09 0.38
H -0.98 -0.76 0.55
H -0.11 -1.79 -1.64
H -0.23 -0.15 -1.68
O -1.73 2.11 -0.20
H -0.89 1.63 -0.24
H -1.38 2.97 -0.50
*
```

---

Short version: run one is the least stable of them.

---

Run one
ORCA calculation (the ωB97M-V functional and the def2-TZVPD basis) on the ion C5H12NO with charge +1.

gap between HOMO and LUMO: 10.1 eV
structure (SMILES): C=C([NH3+])CCCO

Geometry as ORCA input:
```
! RIJCOSX wB97M-V def2-TZVPD def2/J DEFGRID3
* xyz 1 1
C 1.57 -0.12 -0.65
C 0.61 -1.00 -0.48
N 1.10 -2.22 0.37
C -0.87 -0.83 -0.25
C -1.28 0.31 0.73
C -1.23 1.78 0.34
O 0.03 2.20 -0.22
H 1.56 0.71 -1.32
H 2.51 -0.11 -0.11
H 1.24 -1.88 1.32
H 0.29 -2.84 0.33
H 1.94 -2.63 -0.01
H -1.40 -0.68 -1.20
H -1.38 -1.69 0.19
H -0.63 0.12 1.60
H -2.28 0.10 1.03
H -1.93 1.88 -0.49
H -1.40 2.38 1.22
H -0.17 2.44 -1.13
*
```

---

Run two
ORCA calculation (the ωB97M-V functional and the def2-TZVPD basis) on the ion C5H12NO with charge +1.

gap between HOMO and LUMO: 12.5 eV
structure (SMILES): CC1(C)[NH2+][C@]1(C)O

Geometry as ORCA input:
```
! RIJCOSX wB97M-V def2-TZVPD def2/J DEFGRID3
* xyz 1 1
C 1.07 1.62 0.30
C 0.51 0.27 0.03
C 1.52 -0.83 0.24
N -0.19 0.16 -1.30
C -1.01 0.18 0.15
C -1.83 -1.05 0.23
O -1.60 1.35 0.32
H 1.40 1.89 1.36
H 0.51 2.51 -0.01
H 2.15 1.74 -0.14
H 1.24 -1.84 -0.24
H 1.43 -1.04 1.34
H 2.54 -0.58 0.13
H -0.19 0.99 -1.90
H -0.09 -0.65 -1.97
H -2.81 -0.59 -0.15
H -2.07 -1.23 1.22
H -1.53 -1.85 -0.49
H -2.49 1.21 0.48
*
```

---

Short version: run one is the least stable of them.

---

Run one
ORCA calculation (the ωB97M-V functional and the def2-TZVPD basis) on an isolated molecule of C2H3NO2S.

gap between HOMO and LUMO: 9.8 eV
structure (SMILES): O=C1NOCS1

Geometry as ORCA input:
```
! RIJCOSX wB97M-V def2-TZVPD def2/J DEFGRID3
* xyz 0 1
O 0.51 -2.46 -0.56
C 0.34 -1.33 -0.18
N -0.03 -0.27 -1.07
O 0.12 1.00 -0.54
C -0.37 1.19 0.72
S 0.31 -0.70 1.46
H 0.31 -0.17 -2.00
H 0.26 1.84 1.38
H -1.44 0.89 0.78
*
```

---

Run two
ORCA calculation (the ωB97M-V functional and the def2-TZVPD basis) on a cluster of 2 separate species, C2H3NO2S in total.

gap between HOMO and LUMO: 9.6 eV

Geometry as ORCA input:
```
! RIJCOSX wB97M-V def2-TZVPD def2/J DEFGRID3
* xyz 0 1
C -0.62 1.24 -0.05
C -3.82 -1.54 0.45
N -0.70 -0.11 -0.03
O -1.61 1.92 -0.16
O 0.51 -0.72 -0.44
S -3.94 -0.14 -0.16
H 0.27 1.67 0.25
H -1.55 -0.56 -0.28
H 0.46 -1.67 -0.08
*
```

---

Run three
ORCA calculation (the ωB97M-V functional and the def2-TZVPD basis) on a structure of composition C2H3NO2S.

gap between HOMO and LUMO: 10.1 eV

Geometry as ORCA input:
```
! RIJCOSX wB97M-V def2-TZVPD def2/J DEFGRID3
* xyz 0 1
C 1.11 -0.07 0.60
C -0.42 0.65 -0.28
N 0.62 -1.28 0.70
O 2.12 0.47 0.76
O -1.86 -1.62 -0.05
S -0.62 -1.12 -0.57
H -1.20 0.92 0.48
H -0.32 1.14 -1.26
H 1.41 -2.00 0.79
*
```

---

Run four
ORCA calculation (the ωB97M-V functional and the def2-TZVPD basis) on an isolated molecule of C2H3NO2S.

gap between HOMO and LUMO: 8.4 eV
structure (SMILES): O=CC(=S)NO

Geometry as ORCA input:
```
! RIJCOSX wB97M-V def2-TZVPD def2/J DEFGRID3
* xyz 0 1
O 1.51 1.76 0.00
C 0.33 1.63 0.06
C -0.37 0.31 0.19
S -1.99 0.20 0.36
N 0.41 -0.74 -0.20
O -0.18 -2.00 -0.22
H -0.26 2.51 0.04
H 1.34 -0.78 0.19
H -1.01 -1.66 -0.57
*
```

---

Short version: run two is the least stable of them.

---

Run one
ORCA calculation (the ωB97M-V functional and the def2-TZVPD basis) on a cluster of 2 separate species, C2H3NO2S in total.

gap between HOMO and LUMO (spin up / spin down): 8.2 / 9.3 eV

Geometry as ORCA input:
```
! RIJCOSX wB97M-V def2-TZVPD def2/J DEFGRID3
* xyz 0 1
C -3.01 0.21 -1.43
C 0.58 0.55 -0.04
N -1.14 -0.71 0.63
O -2.29 -0.29 -2.19
O 0.12 -0.61 0.16
S -4.18 0.66 -0.56
H 1.63 0.45 -0.37
H 0.23 1.51 0.31
H -1.47 -1.59 0.41
*
```

---

Run two
ORCA calculation (the ωB97M-V functional and the def2-TZVPD basis) on a cluster of 2 separate species, C2H3NO2S in total.

gap between HOMO and LUMO (spin up / spin down): 8.3 / 9.4 eV

Geometry as ORCA input:
```
! RIJCOSX wB97M-V def2-TZVPD def2/J DEFGRID3
* xyz 0 1
C 2.16 -0.54 0.12
C -1.70 -0.52 0.06
N -0.19 1.20 0.01
O 1.33 -1.33 0.14
O -1.25 0.56 -0.51
S 3.34 0.44 0.12
H -2.38 -1.01 -0.44
H -1.11 -0.96 0.89
H -0.20 2.14 -0.39
*
```

---

Run three
ORCA calculation (the ωB97M-V functional and the def2-TZVPD basis) on an isolated molecule of C2H3NO2S.

gap between HOMO and LUMO: 9.3 eV
structure (SMILES): O=C(O)/C=N\S

Geometry as ORCA input:
```
! RIJCOSX wB97M-V def2-TZVPD def2/J DEFGRID3
* xyz 0 1
O -0.47 -1.48 0.32
C 0.32 -0.61 -0.04
O 1.66 -0.84 -0.60
C 0.37 0.92 0.35
N -0.76 1.51 0.19
S -2.24 1.14 0.14
H 1.84 -1.85 -0.85
H 1.43 1.43 0.49
H -2.14 -0.23 -0.02
*
```

---

Run four
ORCA calculation (the ωB97M-V functional and the def2-TZVPD basis) on an isolated molecule of C2H3NO2S.

gap between HOMO and LUMO: 9.0 eV
structure (SMILES): O/N=C\OC=S

Geometry as ORCA input:
```
! RIJCOSX wB97M-V def2-TZVPD def2/J DEFGRID3
* xyz 0 1
O 0.80 -1.18 -0.34
N 1.50 -0.05 -0.11
C 0.75 1.01 -0.20
O -0.66 1.01 -0.34
C -1.33 -0.14 0.19
S -2.89 -0.16 -0.22
H 1.48 -1.76 -0.14
H 1.06 2.07 0.31
H -0.69 -0.80 0.85
*
```

---

Short version: run one is the least stable of them.

---

Run one
ORCA calculation (the ωB97M-V functional and the def2-TZVPD basis) on the ion C4H11N2S with charge -2.

gap between HOMO and LUMO (spin up / spin down): 1.9 / 5.9 eV
expectation value of S²: 0.7509

Geometry as ORCA input:
```
! RIJCOSX wB97M-V def2-TZVPD def2/J DEFGRID3
* xyz -2 2
C -0.88 -1.14 0.08
N -0.23 -0.92 1.37
C 0.04 0.45 1.69
N 1.35 0.89 1.13
C -0.06 -0.84 -1.18
C -0.29 0.58 -1.80
S 1.18 1.34 -2.54
H -1.78 -0.54 0.16
H -1.16 -2.20 0.02
H 0.66 -1.38 1.42
H -0.77 1.09 1.33
H 0.12 0.55 2.78
H 1.25 1.33 0.21
H 1.78 1.59 1.74
H 1.00 -0.87 -0.93
H -0.29 -1.56 -1.96
H -0.80 1.16 -1.01
H -1.12 0.47 -2.50
*
```

---

Run two
ORCA calculation (the ωB97M-V functional and the def2-TZVPD basis) on the ion C4H11N2S with charge -2.

gap between HOMO and LUMO (spin up / spin down): 2.2 / 5.8 eV
expectation value of S²: 0.7507

Geometry as ORCA input:
```
! RIJCOSX wB97M-V def2-TZVPD def2/J DEFGRID3
* xyz -2 2
C 0.66 0.08 -1.67
C -0.31 0.40 -0.56
C -1.74 0.67 -1.05
S -1.91 1.85 -2.45
N -0.33 -0.69 0.44
C 0.16 -0.47 1.78
N 1.55 -0.94 1.97
H 1.65 -0.20 -1.30
H 0.80 0.91 -2.36
H 0.32 -0.74 -2.32
H 0.03 1.30 -0.04
H -2.22 -0.29 -1.24
H -2.25 1.14 -0.21
H 0.08 -1.51 0.02
H 0.03 0.59 2.03
H -0.42 -1.07 2.49
H 2.15 -0.25 1.49
H 1.77 -0.78 2.96
*
```

---

Short version: run one is the least stable of them.